1.
{
  "formula": "C2",
  "method": "ωB97M-V/def2-TZVPD",
  "homo_lumo_gap_ev": 4.85,
  "spin_multiplicity": 1,
  "e_above_lowest_kj_mol": 854.45,
  "species": ["C", "C"],
  "positions_angstrom": [[0.00, 0.00, 1.53], [0.00, 0.00, -1.53]],
  "nbo_charge": [0.000, 0.000]
}

2.
{
  "formula": "C20H10F6N6O2",
  "method": "ωB97M-V/def2-TZVPD",
  "homo_lumo_gap_ev": 8.46,
  "spin_multiplicity": 1,
  "smiles": "O=C(O)c1nc(Nc2ccnc3nc(-c4ncccc4C(F)(F)F)ccc23)ncc1C(F)(F)F",
  "e_above_lowest_kj_mol": 0.00,
  "species": ["F", "F", "F", "F", "F", "F", "O", "O", "N", "N", "N", "N", "N", "N", "C", "C", "C", "C", "C", "C", "C", "C", "C", "C", "C", "C", "C", "C", "C", "C", "C", "C", "C", "C", "H", "H", "H", "H", "H", "H", "H", "H", "H", "H"],
  "positions_angstrom": [[-1.53, 6.83, 0.03], [-3.31, 6.30, 1.18], [1.58, -6.47, -1.32], [0.18, -5.12, -0.42], [2.37, -4.79, -0.12], [-2.89, 5.48, -0.87], [-4.50, 3.67, 0.68], [-3.74, 1.58, 1.24], [0.79, 1.78, 2.48], [1.49, -2.06, -3.35], [-0.47, -2.20, 2.13], [-1.34, 2.48, 1.73], [0.53, 3.89, 1.69], [0.50, -2.42, 0.10], [0.26, -1.64, 1.15], [-0.32, -0.15, 3.38], [-0.06, 2.75, 2.00], [0.79, -0.30, 1.24], [-2.13, 3.41, 1.17], [-1.59, 4.69, 0.90], [-3.58, 2.95, 1.00], [-0.23, 4.87, 1.23], [1.35, -2.81, -2.21], [1.38, -4.24, -2.27], [-2.38, 5.80, 0.32], [1.58, -2.68, -4.53], [1.76, -0.67, -0.93], [1.55, 0.19, 0.15], [0.44, 0.41, 2.37], [1.46, -4.84, -3.55], [1.57, -4.07, -4.67], [-0.76, -1.47, 3.21], [1.21, -1.98, -0.93], [1.37, -5.14, -0.99], [2.37, -0.31, -1.79], [0.31, 5.79, 1.02], [1.75, 2.03, 2.25], [1.54, -5.92, -3.67], [1.73, -4.50, -5.65], [-1.36, -1.89, 4.02], [-0.54, 0.42, 4.27], [-2.85, 1.32, 1.59], [1.75, -2.11, -5.44], [2.00, 1.18, 0.16]],
  "nbo_charge": [-0.336, -0.308, -0.341, -0.289, -0.322, -0.303, -0.514, -0.666, -0.596, -0.417, -0.381, -0.528, -0.471, -0.384, 0.352, -0.254, 0.585, -0.148, 0.186, -0.246, 0.741, 0.136, 0.187, -0.138, 0.994, 0.058, -0.208, -0.163, 0.201, -0.140, -0.253, 0.064, 0.200, 0.988, 0.245, 0.230, 0.412, 0.240, 0.227, 0.201, 0.233, 0.507, 0.200, 0.219]
}

3.
{
  "formula": "C20H10N6O4RbSSe",
  "method": "ωB97M-V/def2-TZVPD",
  "homo_lumo_gap_ev": 5.91,
  "spin_multiplicity": 1,
  "e_above_lowest_kj_mol": 0.00,
  "charge": -1,
  "species": ["Rb", "Se", "S", "O", "O", "O", "O", "N", "N", "N", "N", "N", "N", "C", "C", "C", "C", "C", "C", "C", "C", "C", "C", "C", "C", "C", "C", "C", "C", "C", "C", "C", "C", "H", "H", "H", "H", "H", "H", "H", "H", "H", "H"],
  "positions_angstrom": [[0.54, 1.74, 1.53], [-1.82, 5.81, -0.78], [-5.52, -3.55, -1.42], [3.92, -1.15, 3.40], [3.18, 2.02, -2.80], [2.17, 0.22, 3.01], [1.47, 1.88, -1.37], [3.09, 0.68, 0.49], [-0.70, -0.98, 1.15], [-4.24, -3.86, -0.49], [-5.29, -1.97, -1.69], [-0.47, 4.47, 1.52], [-1.81, 1.07, -0.20], [-2.34, 2.09, -0.85], [-4.16, 0.79, -1.68], [5.68, -0.03, -0.20], [-1.81, -1.24, 0.46], [3.58, 0.96, -0.71], [-3.58, -2.72, -0.35], [-2.37, -2.53, 0.41], [3.86, 0.03, 1.36], [4.87, 0.64, -1.11], [-4.19, -1.63, -1.04], [-1.74, -3.56, 1.11], [3.25, -0.33, 2.75], [-0.59, -3.27, 1.82], [-0.11, -1.96, 1.81], [-3.61, -0.31, -1.01], [-1.01, 4.98, 0.63], [-2.43, -0.12, -0.27], [2.63, 1.66, -1.62], [5.16, -0.35, 1.05], [-3.52, 2.00, -1.60], [-1.82, 3.04, -0.79], [-0.06, -4.03, 2.38], [5.73, -0.89, 1.80], [6.69, -0.31, -0.46], [2.49, 2.48, -3.30], [0.78, -1.68, 2.37], [-2.16, -4.55, 1.09], [-5.08, 0.66, -2.24], [5.22, 0.90, -2.10], [-3.90, 2.89, -2.08]],
  "nbo_charge": [0.945, -0.439, 0.869, -0.727, -0.690, -0.795, -0.579, -0.402, -0.418, -0.605, -0.606, -0.594, -0.441, 0.074, -0.134, -0.195, 0.171, 0.044, 0.124, -0.118, 0.109, -0.219, 0.138, -0.130, 0.733, -0.255, 0.064, -0.140, 0.067, 0.252, 0.764, -0.199, -0.244, 0.240, 0.223, 0.248, 0.209, 0.500, 0.240, 0.226, 0.224, 0.227, 0.235]
}

4.
{
  "formula": "C20H11AsN4O6RhS3",
  "method": "ωB97M-V/def2-TZVPD",
  "homo_lumo_gap_ev": [7.06, 5.85],
  "s2": 6.03,
  "spin_multiplicity": 5,
  "e_above_lowest_kj_mol": 31.04,
  "charge": -1,
  "species": ["Rh", "As", "S", "S", "S", "O", "O", "O", "O", "O", "O", "N", "N", "N", "N", "C", "C", "C", "C", "C", "C", "C", "C", "C", "C", "C", "C", "C", "C", "C", "C", "C", "C", "C", "C", "H", "H", "H", "H", "H", "H", "H", "H", "H", "H", "H"],
  "positions_angstrom": [[-0.11, 0.04, -0.74], [1.64, 0.86, 2.05], [-2.05, -1.36, -0.40], [-1.67, 1.93, -0.43], [2.65, -1.04, -0.68], [1.27, 0.77, 3.79], [2.30, 0.39, -0.70], [2.17, 2.36, 1.74], [1.40, -1.83, -0.73], [3.62, -1.45, -1.67], [0.21, 0.31, 1.34], [-6.39, -1.18, 3.87], [-2.27, 2.95, -6.36], [-5.97, 2.86, 3.78], [0.10, 0.51, -3.00], [-0.70, 1.32, -3.69], [-2.77, 1.12, 0.59], [0.93, -0.39, -5.05], [2.95, -0.60, 2.05], [-3.59, 1.91, 1.43], [4.30, -2.33, 1.02], [4.88, -2.63, 2.25], [-4.66, -0.07, 2.30], [-5.32, 2.18, 3.12], [3.35, -1.33, 0.93], [0.11, 0.46, -5.77], [4.50, -1.91, 3.37], [-4.51, 1.34, 2.27], [0.90, -0.33, -3.67], [-2.93, -0.30, 0.61], [-5.63, -0.69, 3.17], [-0.71, 1.33, -5.08], [3.55, -0.91, 3.27], [-3.89, -0.85, 1.49], [-1.58, 2.23, -5.78], [5.63, -3.41, 2.32], [4.59, -2.86, 0.12], [-4.00, -1.93, 1.52], [0.10, 0.45, -6.85], [3.25, -0.36, 4.15], [-1.34, 1.98, -3.11], [1.08, 1.68, 4.06], [4.94, -2.13, 4.33], [1.54, -0.97, -3.07], [-3.47, 2.98, 1.41], [1.60, -1.08, -5.54]],
  "lowdin_spin": [2.469, 0.011, 0.410, 0.437, 0.008, 0.010, 0.042, 0.004, 0.057, 0.009, 0.158, 0.008, 0.000, 0.004, 0.060, 0.011, 0.075, 0.002, 0.001, 0.036, 0.001, 0.000, 0.025, 0.001, 0.000, 0.003, 0.001, 0.017, 0.010, 0.083, 0.003, 0.002, 0.000, 0.028, 0.000, 0.000, 0.000, 0.002, 0.000, 0.000, 0.007, 0.000, 0.000, 0.001, 0.003, 0.000]
}

5.
{
  "formula": "C20H11Cl5HgN5",
  "method": "ωB97M-V/def2-TZVPD",
  "homo_lumo_gap_ev": [5.93, 7.57],
  "s2": 0.78,
  "spin_multiplicity": 2,
  "species": ["Hg", "Cl", "Cl", "Cl", "Cl", "Cl", "N", "N", "N", "N", "N", "C", "C", "C", "C", "C", "C", "C", "C", "C", "C", "C", "C", "C", "C", "C", "C", "C", "C", "C", "C", "H", "H", "H", "H", "H", "H", "H", "H", "H", "H", "H"],
  "positions_angstrom": [[-0.30, 1.13, 0.27], [-3.20, 3.54, 4.58], [-0.63, 3.74, 6.33], [2.09, 2.70, 5.23], [-3.04, 2.29, 1.72], [2.23, 1.46, 2.37], [-0.06, -1.53, 0.63], [0.41, -1.27, -1.67], [-0.59, 2.69, -1.61], [0.26, -3.63, 1.60], [0.08, 0.04, -1.55], [-0.55, 3.06, 4.76], [1.40, -6.14, -0.83], [0.34, -2.01, -0.62], [0.07, 0.71, -2.72], [-0.71, 4.10, -3.99], [-0.42, 1.94, 2.18], [1.45, -5.36, -1.99], [0.66, -4.23, 0.41], [-0.96, 3.97, -1.63], [-1.70, 2.97, 3.97], [-0.28, 2.07, -2.78], [-1.04, 4.73, -2.78], [-1.61, 2.41, 2.70], [0.71, 2.04, 2.98], [0.71, -3.44, -0.74], [0.67, 2.59, 4.26], [-0.34, 2.78, -4.00], [1.11, -4.02, -1.94], [1.01, -5.58, 0.37], [-0.08, -2.32, 1.63], [-1.34, 5.76, -2.73], [1.67, -7.19, -0.87], [1.14, -3.41, -2.82], [-0.38, -1.94, 2.60], [-1.20, 4.41, -0.66], [-0.09, 2.27, -4.92], [0.24, -4.17, 2.45], [0.31, 0.16, -3.62], [1.76, -5.81, -2.93], [-0.76, 4.65, -4.92], [0.97, -6.18, 1.27]],
  "lowdin_spin": [0.015, 0.000, 0.000, 0.000, 0.002, 0.001, 0.007, -0.047, 0.121, 0.021, 0.169, 0.000, 0.020, 0.082, 0.252, 0.029, 0.000, 0.000, 0.014, 0.006, 0.000, 0.078, 0.108, 0.000, 0.000, 0.002, 0.000, 0.066, 0.016, -0.001, 0.017, 0.007, 0.001, 0.001, 0.001, -0.002, 0.001, 0.000, 0.014, 0.000, -0.001, -0.001]
}

6.
{
  "formula": "C20H11Cl5N5W",
  "method": "ωB97M-V/def2-TZVPD",
  "homo_lumo_gap_ev": [6.18, 6.42],
  "s2": 2.03,
  "spin_multiplicity": 3,
  "e_above_lowest_kj_mol": 0.00,
  "charge": 3,
  "species": ["W", "Cl", "Cl", "Cl", "Cl", "Cl", "N", "N", "N", "N", "N", "C", "C", "C", "C", "C", "C", "C", "C", "C", "C", "C", "C", "C", "C", "C", "C", "C", "C", "C", "C", "H", "H", "H", "H", "H", "H", "H", "H", "H", "H", "H"],
  "positions_angstrom": [[-0.43, 0.89, 0.68], [4.94, 1.50, 4.10], [2.92, 0.39, -0.76], [5.40, 0.80, 1.12], [-0.42, 1.35, 3.24], [2.05, 1.80, 5.27], [-0.84, 2.80, -0.15], [-0.43, -0.72, -1.86], [-0.96, -1.10, 0.40], [-0.45, 0.56, -1.36], [-1.53, -3.24, 1.09], [-1.09, -5.72, -1.59], [-1.38, -5.19, -0.34], [-0.53, 1.57, -2.16], [-1.11, 3.93, 0.53], [3.62, 1.28, 3.09], [-0.81, -2.99, -1.19], [-0.71, -1.57, -0.93], [-0.84, 4.05, -2.20], [-0.52, -3.54, -2.44], [-1.24, -3.83, -0.16], [3.82, 0.97, 1.72], [2.32, 1.42, 3.64], [-0.66, -4.90, -2.63], [1.43, 0.93, 1.40], [-1.24, 5.16, -0.11], [2.73, 0.79, 0.88], [-1.38, -1.97, 1.33], [-1.10, 5.22, -1.48], [-0.72, 2.87, -1.51], [1.29, 1.23, 2.76], [-1.72, -5.83, 0.47], [-1.45, 6.04, 0.48], [-1.19, -6.79, -1.75], [-0.52, 1.44, -3.23], [-0.44, -5.33, -3.60], [-1.20, 6.16, -2.00], [-1.86, -3.84, 1.84], [-1.62, -1.61, 2.32], [-0.20, -2.89, -3.24], [-1.21, 3.85, 1.61], [-0.74, 4.06, -3.28]],
  "lowdin_spin": [1.793, -0.018, -0.001, 0.001, 0.046, 0.000, 0.025, 0.003, 0.023, -0.008, 0.003, -0.003, 0.001, 0.074, 0.021, -0.025, -0.001, 0.000, 0.010, -0.001, -0.003, 0.000, 0.000, 0.001, 0.007, 0.008, -0.004, 0.015, 0.006, 0.007, 0.012, 0.000, 0.000, 0.000, 0.002, 0.000, 0.000, 0.000, 0.003, 0.000, 0.003, 0.000]
}

We obtain F_max values of 3.162, 2.771, 0.408, 0.441, 0.307, 0.051 eV/A for the records listed above, in that order.